ORCA calculation (ωB97M-V/def2-TZVPD) on a molecular structure, C2H5IS at a distorted geometry.

Structure (XYZ):
```
9
Properties=species:S:1:pos:R:3
C 0.448 0.085 -0.489
C -0.707 0.241 0.421
S -0.931 -0.847 1.732
I -3.017 -0.213 -1.206
H 1.334 0.481 0.015
H 0.631 -0.961 -0.730
H 0.305 0.649 -1.407
H -1.035 1.241 0.662
H -0.501 -1.946 1.099
```

The calculation puts the HOMO-LUMO gap (spin up / spin down) at 0.2624 / 0.2623 Ha. As for the HOMO energy (spin up / spin down): -8.5 / -8.5 eV. The value obtained for the LUMO energy (spin up / spin down) is -1.362 / -1.363 eV.

natural (NBO) population analysis, charges in e, atoms 1 to 8: number 1, C, carries -0.69; number 2, C, carries -0.18; number 3, S, carries 0.18; number 4, I, carries -0.38; number 5, H, carries 0.24; number 6, H, carries 0.23; number 7, H, carries 0.25; number 8, H, carries 0.23


ORCA calculation (ωB97M-V/def2-TZVPD) on 4 unconnected molecules or ions with the total composition C4H18N2O3 at a distorted geometry.

Structure (XYZ):
```
27
Properties=species:S:1:pos:R:3
N -0.453 0.519 -2.075
C -0.909 0.643 -0.660
C 0.461 0.195 0.168
C 0.451 -1.318 0.610
C 0.058 -1.509 2.007
N 1.223 -1.023 2.849
H 0.124 -0.270 -2.176
H -1.244 0.239 -2.703
H -1.776 0.093 -0.555
H -1.094 1.730 -0.643
H 0.708 0.966 0.999
H 1.216 0.464 -0.524
H 1.508 -1.743 0.357
H -0.221 -1.848 -0.115
H -0.976 -1.011 2.189
H 0.008 -2.560 2.389
H 0.801 -0.509 3.710
H 1.978 -0.527 2.419
O 0.838 3.737 0.265
H 0.978 3.312 -0.633
H 0.621 3.085 0.885
O -1.832 -4.005 -0.495
H -1.715 -4.213 0.367
H -2.623 -3.491 -0.499
O 0.832 2.865 -2.441
H 0.569 3.699 -2.517
H 0.470 2.480 -3.177
```

The calculation puts the HOMO-LUMO gap at 0.3549 Ha. As for the structure (SMILES): NCCCCN.O.O.O. As for the HOMO energy: -9.1 eV. The value obtained for the LUMO energy is 0.590 eV.

natural (NBO) population analysis, charges in e, atoms 1 to 8: number 1, N, carries -0.85; number 2, C, carries -0.22; number 3, C, carries -0.41; number 4, C, carries -0.44; number 5, C, carries -0.23; number 6, N, carries -0.87; number 7, H, carries 0.34; number 8, H, carries 0.34


ORCA calculation (ωB97M-V/def2-TZVPD) on 6 unconnected molecules or ions with the total composition C32H48F9NO11PS at a distorted geometry.

Structure (XYZ):
```
103
Properties=species:S:1:pos:R:3
C -3.234 -3.434 6.299
C -2.130 -2.381 6.226
P -0.683 -2.885 5.243
S 0.801 -3.014 6.680
C -0.932 -4.400 4.299
C 0.265 -5.383 4.271
C 0.664 -5.783 2.865
C 1.961 -6.618 2.842
N 2.199 -7.385 4.101
C 3.551 -7.151 4.537
C 3.766 -6.047 5.532
O 4.472 -7.835 4.141
C -0.339 -1.401 4.126
F -1.527 -1.202 3.490
F -0.094 -0.312 4.860
C 0.710 -1.568 3.002
F 0.351 -2.552 2.171
F 0.673 -0.414 2.303
C 2.181 -1.765 3.455
F 2.443 -1.136 4.599
F 2.364 -3.101 3.596
C 3.221 -1.290 2.391
F 3.356 0.042 2.410
F 2.911 -1.737 1.175
F 4.402 -1.825 2.774
H -4.111 -2.938 6.694
H -3.509 -3.787 5.315
H -3.001 -4.246 6.973
H -1.779 -2.114 7.216
H -2.528 -1.469 5.796
H 1.895 -3.312 5.958
H -1.801 -4.931 4.658
H -1.166 -4.137 3.271
H -0.030 -6.286 4.783
H 1.143 -5.033 4.794
H 0.843 -4.929 2.219
H -0.102 -6.386 2.388
H 1.954 -7.287 1.994
H 2.798 -5.948 2.670
H 2.234 -8.362 3.838
H 4.823 -5.848 5.606
H 3.204 -5.172 5.229
H 3.420 -6.404 6.495
O 7.030 -2.648 -3.570
C 6.682 -1.950 -2.668
O 6.458 -0.622 -2.806
C 6.152 -0.029 -1.529
C 5.657 -1.181 -0.668
C 6.454 -2.360 -1.222
H 7.062 0.424 -1.129
H 5.401 0.744 -1.660
H 5.798 -1.009 0.398
H 4.592 -1.341 -0.848
H 7.424 -2.467 -0.734
H 5.909 -3.299 -1.174
O 4.237 2.612 -1.646
C 4.015 3.014 -2.753
O 2.875 2.733 -3.414
C 2.937 3.256 -4.760
C 3.980 4.363 -4.703
C 4.932 3.844 -3.628
H 3.226 2.446 -5.432
H 1.954 3.613 -5.049
H 4.452 4.554 -5.664
H 3.517 5.292 -4.367
H 5.703 3.191 -4.040
H 5.391 4.642 -3.051
O -0.282 3.732 -6.071
C -0.649 4.476 -5.207
O -0.879 5.790 -5.425
C -1.205 6.444 -4.183
C -1.704 5.338 -3.263
C -0.889 4.142 -3.747
H -0.303 6.927 -3.801
H -1.955 7.208 -4.374
H -1.581 5.563 -2.211
H -2.765 5.158 -3.445
H 0.075 4.068 -3.239
H -1.425 3.203 -3.655
O -1.809 3.502 -0.930
C -2.889 2.985 -0.920
O -4.026 3.671 -1.144
C -5.180 2.811 -0.975
C -4.640 1.400 -1.167
C -3.210 1.529 -0.642
H -5.582 2.967 0.029
H -5.946 3.081 -1.705
H -5.235 0.643 -0.661
H -4.618 1.154 -2.230
H -3.149 1.361 0.435
H -2.510 0.877 -1.160
O -7.788 3.444 -2.370
C -7.938 3.841 -3.493
O -9.061 3.618 -4.197
C -8.913 4.116 -5.542
C -7.811 5.162 -5.459
C -6.936 4.605 -4.337
H -8.646 3.279 -6.190
H -9.863 4.526 -5.873
H -7.289 5.311 -6.401
H -8.233 6.120 -5.153
H -6.187 3.903 -4.709
H -6.455 5.384 -3.752
```

The total charge is +1. The calculation puts the HOMO-LUMO gap at 0.2890 Ha. As for the HOMO energy: -11.3 eV. The value obtained for the LUMO energy is -3.442 eV.

Löwdin population analysis, charges in e, atoms 1 to 8: number 1, C, carries -0.11; number 2, C, carries -0.33; number 3, P, carries 0.83; number 4, S, carries 0.70; number 5, C, carries -0.25; number 6, C, carries -0.24; number 7, C, carries -0.18; number 8, C, carries -0.17


ORCA calculation (ωB97M-V/def2-TZVPD) on 3 unconnected molecules or ions with the total composition CH10N2O2 at a distorted geometry.

Structure (XYZ):
```
15
Properties=species:S:1:pos:R:3
N -0.780 -0.182 -0.083
C 0.319 -1.089 0.142
N 1.604 -0.485 0.553
H -0.835 0.483 0.682
H -0.748 0.378 -0.927
H 0.431 -1.710 -0.743
H -0.039 -1.714 0.960
H 2.436 -1.027 0.413
H 1.674 0.506 0.396
O -2.924 -0.840 -2.350
H -3.634 -0.243 -2.653
H -2.640 -1.230 -3.189
O 1.882 2.310 1.923
H 2.339 2.532 2.724
H 1.607 1.406 2.120
```

The calculation puts the HOMO-LUMO gap at 0.3612 Ha. As for the structure (SMILES): NCN.O.O. As for the HOMO energy: -8.9 eV. The value obtained for the LUMO energy is 0.905 eV.

natural (NBO) population analysis, charges in e, atoms 1 to 8: number 1, N, carries -0.82; number 2, C, carries -0.04; number 3, N, carries -0.91; number 4, H, carries 0.35; number 5, H, carries 0.36; number 6, H, carries 0.16; number 7, H, carries 0.16; number 8, H, carries 0.37


ORCA calculation (ωB97M-V/def2-TZVPD) on 6 unconnected molecules or ions with the total composition C28H56Br2N7O8S2 at a distorted geometry.

Structure (XYZ):
```
103
Properties=species:S:1:pos:R:3
C -3.047 2.073 -4.671
C -2.793 3.607 -4.328
Br -2.831 4.589 -6.103
C -3.848 4.341 -3.402
Br -5.780 3.903 -3.833
N -3.701 4.226 -1.945
C -2.704 3.259 -1.452
C -2.495 3.626 0.135
C -1.325 4.762 0.146
C -0.059 4.265 1.000
S 1.562 4.318 0.096
C 1.470 3.480 -1.550
S 0.878 4.415 -2.848
N 1.879 2.117 -1.863
C 0.795 1.326 -2.531
C 0.654 -0.151 -1.925
O 0.494 -0.216 -0.495
C 1.445 0.619 0.213
C 2.490 1.399 -0.714
C -3.235 1.722 -1.415
O -2.427 0.722 -1.545
O -4.576 1.467 -1.194
H -2.385 1.444 -3.960
H -2.610 1.873 -5.722
H -4.117 1.705 -4.593
H -1.705 3.716 -3.977
H -3.778 5.468 -3.656
H -4.597 3.984 -1.475
H -1.653 3.348 -1.889
H -2.114 2.673 0.634
H -3.475 4.020 0.582
H -1.066 5.148 -0.895
H -1.790 5.659 0.709
H 0.046 4.997 1.889
H -0.206 3.230 1.493
H -0.237 1.817 -2.501
H 1.076 1.258 -3.651
H 1.561 -0.755 -2.319
H -0.266 -0.640 -2.418
H 2.018 -0.078 0.937
H 0.847 1.393 0.803
H 3.180 0.589 -1.172
H 3.177 2.039 -0.062
C 4.507 4.222 -2.712
O 4.484 3.944 -1.530
N 5.348 5.123 -3.298
C 5.312 5.399 -4.719
C 6.308 5.827 -2.471
H 3.820 3.744 -3.428
H 6.287 5.162 -5.154
H 5.093 6.459 -4.872
H 4.545 4.800 -5.214
H 6.961 5.099 -1.981
H 5.773 6.389 -1.701
H 6.907 6.509 -3.075
C -0.690 8.213 3.433
O 0.240 7.513 3.083
N -1.854 7.761 3.983
C -2.920 8.659 4.378
C -2.029 6.335 4.179
H -0.659 9.310 3.328
H -3.108 8.541 5.448
H -3.825 8.405 3.819
H -2.653 9.697 4.173
H -1.237 5.963 4.835
H -1.950 5.828 3.214
H -3.002 6.126 4.625
C 2.944 -3.557 0.500
O 3.374 -2.467 0.166
N 1.768 -3.776 1.151
C 1.324 -5.106 1.515
C 0.932 -2.640 1.491
H 3.501 -4.486 0.290
H 0.364 -5.305 1.032
H 1.204 -5.157 2.600
H 2.047 -5.862 1.199
H 0.660 -2.109 0.576
H 1.496 -1.961 2.135
H 0.028 -2.969 2.006
C 1.939 -7.576 4.417
O 0.946 -6.981 4.792
N 1.944 -8.674 3.610
C 3.171 -9.328 3.206
C 0.677 -9.203 3.139
H 2.951 -7.256 4.717
H 3.244 -9.308 2.115
H 3.153 -10.365 3.551
H 4.041 -8.825 3.631
H 0.157 -8.432 2.574
H 0.063 -9.481 4.001
H 0.836 -10.076 2.505
C -2.253 -8.631 0.688
O -1.097 -8.795 1.036
N -3.177 -9.621 0.529
C -4.537 -9.348 0.112
C -2.784 -10.993 0.787
H -2.653 -7.629 0.467
H -5.225 -9.698 0.885
H -4.737 -9.879 -0.822
H -4.691 -8.279 -0.045
H -2.443 -11.079 1.822
H -1.958 -11.260 0.123
H -3.623 -11.669 0.619
```

The total charge is -1. The calculation puts the HOMO-LUMO gap at 0.2274 Ha. As for the HOMO energy: -4.4 eV. The value obtained for the LUMO energy is 1.738 eV.

Löwdin population analysis, charges in e, atoms 1 to 8: number 1, C, carries -0.16; number 2, C, carries -0.67; number 3, Br, carries 0.56; number 4, C, carries -0.70; number 5, Br, carries 0.58; number 6, N, carries -0.07; number 7, C, carries -0.27; number 8, C, carries -0.12